[1]
Computed, not measured: C14H41CrO13 as an isolated structure in a non-equilibrium geometry, with ωB97M-V with the def2-TZVPD basis set.

```
69
Properties=species:S:1:pos:R:3
Cr -1.55 0.75 -1.66
C 0.41 1.59 1.57
C 0.43 0.33 0.72
O -0.82 0.15 0.11
H -0.15 1.39 2.49
H 0.13 2.56 1.19
H 1.44 1.66 1.96
H 0.69 -0.51 1.37
H 1.27 0.28 0.01
C 4.29 0.19 -1.71
C 3.90 -0.88 -0.70
O 2.83 -1.72 -1.09
O 3.64 1.45 -1.57
H 3.90 -0.17 -2.67
H 5.38 0.26 -1.71
H 3.68 -0.35 0.25
H 4.65 -1.54 -0.28
H 2.00 -1.24 -1.00
H 4.26 2.04 -1.14
C -1.71 3.87 3.76
C -2.29 2.54 4.22
O -3.64 2.66 4.66
O -1.05 4.61 4.78
H -2.49 4.56 3.41
H -1.01 3.79 2.93
H -1.76 2.25 5.13
H -2.21 1.81 3.41
H -4.16 3.23 4.09
H -1.67 4.72 5.51
C 0.54 -1.33 -3.41
C 0.87 -1.16 -4.88
O 2.08 -0.43 -4.87
O 0.44 -0.07 -2.73
H 1.33 -1.96 -2.98
H -0.36 -1.88 -3.12
H 0.01 -0.72 -5.41
H 0.99 -2.14 -5.35
H 2.24 -0.12 -5.77
H 1.35 0.27 -2.70
C -1.66 -2.82 -0.56
C -2.71 -2.50 -1.62
O -2.69 -1.16 -2.15
O -1.92 -2.26 0.69
H -0.61 -2.68 -0.87
H -1.68 -3.91 -0.45
H -3.68 -2.68 -1.16
H -2.52 -3.26 -2.39
H -3.21 -1.12 -2.96
H -1.71 -1.30 0.66
C 2.59 -2.81 2.24
C 2.02 -4.03 1.59
O 1.10 -4.82 2.38
O 3.75 -3.06 3.01
H 1.87 -2.17 2.78
H 2.94 -2.10 1.48
H 2.72 -4.69 1.07
H 1.36 -3.67 0.78
H 0.26 -4.37 2.28
H 3.55 -3.66 3.74
C -2.40 3.50 -1.01
C -3.38 2.63 -0.29
O -3.61 1.36 -1.00
O -1.15 2.81 -1.22
H -2.15 4.28 -0.28
H -2.82 3.96 -1.91
H -4.33 3.13 -0.10
H -2.91 2.20 0.60
H -4.47 1.03 -0.73
H -0.43 3.42 -1.44
```

Properties
* multiplicity: 5
* ⟨S²⟩: 6.0147
* Kohn-Sham gap (spin up / spin down): 8.17 / 8.21 eV
* relative energy (zero: lowest compared OMol25 entry of this formula, charge and spin): 26.7 kcal per mole
* E_HOMO (spin up / spin down): -11.648 / -11.656 eV
* LUMO (spin up / spin down): -0.1279 / -0.1266 hartree
* net charge: +1
* energy: -2580.2421 hartree


[2]
Computed, not measured: a 5-piece molecular cluster, C14H41N7O5 overall in a non-equilibrium geometry, with ωB97M-V with the def2-TZVPD basis set.

```
67
Properties=species:S:1:pos:R:3
C 2.60 3.08 -0.43
O 3.67 2.57 -0.30
N 2.10 3.83 -1.38
N 1.71 3.15 0.50
H 2.52 3.98 -2.28
H 1.23 4.29 -1.13
H 0.88 3.70 0.33
H 1.78 2.57 1.32
C -0.33 -0.33 -0.67
O -0.99 -0.28 0.32
N -0.19 -1.39 -1.44
N 0.39 0.58 -1.21
H 0.50 -1.33 -2.17
H -0.62 -2.23 -1.09
H 0.47 1.38 -0.60
H 0.74 0.47 -2.15
C 2.14 -3.61 2.31
C 0.94 -2.91 1.56
C -0.42 -3.51 1.78
O -0.53 -4.96 1.46
C -1.87 -5.37 1.86
N 1.10 -1.52 1.89
H 2.09 -3.41 3.38
H 3.10 -3.31 1.89
H 2.03 -4.69 2.17
H 1.26 -2.79 0.52
H -1.11 -3.02 1.10
H -0.69 -3.41 2.83
H -2.06 -6.38 1.49
H -2.64 -4.66 1.55
H -2.07 -5.47 2.92
H 0.50 -0.96 1.30
H 0.83 -1.41 2.86
C 4.36 -1.78 -3.01
C 4.35 -0.32 -2.67
C 3.47 0.54 -3.61
O 2.09 0.25 -3.49
C 1.23 0.86 -4.38
N 3.83 -0.15 -1.29
H 4.62 -1.95 -4.05
H 3.32 -2.12 -2.97
H 4.83 -2.42 -2.26
H 5.40 -0.07 -2.80
H 3.77 0.34 -4.64
H 3.50 1.60 -3.37
H 1.28 0.48 -5.40
H 1.41 1.93 -4.42
H 0.20 0.72 -4.04
H 2.83 -0.25 -1.32
H 3.97 0.77 -0.90
C -4.47 0.15 0.95
C -4.18 1.24 2.07
C -4.29 2.72 1.62
O -3.86 3.50 2.76
C -3.78 4.91 2.60
N -5.12 1.01 3.12
H -5.49 0.10 0.57
H -4.24 -0.78 1.47
H -3.85 0.22 0.06
H -3.17 1.02 2.41
H -5.23 3.15 1.28
H -3.57 3.05 0.88
H -3.64 5.27 3.62
H -4.68 5.28 2.11
H -2.95 5.13 1.93
H -4.97 1.63 3.91
H -6.02 1.31 2.78
```

Properties
* multiplicity: 2
* ⟨S²⟩: 0.7504
* Kohn-Sham gap (spin up / spin down): 2.44 / 9.00 eV
* relative energy (zero: lowest compared OMol25 entry of this formula, charge and spin): 11.8 kcal per mole
* E_HOMO (spin up / spin down): 0.300 / -6.285 eV
* LUMO (spin up / spin down): 0.1008 / 0.0997 hartree
* net charge: -1
* energy: -1317.4009 hartree


[3]
Computed, not measured: C14H42BF3HgO9S as an isolated structure in a non-equilibrium geometry, with ωB97M-V with the def2-TZVPD basis set.

```
71
Properties=species:S:1:pos:R:3
Hg 2.30 -1.76 -0.73
O 1.08 2.19 -1.55
H 0.76 1.34 -1.14
H 1.50 2.09 -2.41
H 1.65 2.71 -0.88
B 0.50 -0.37 -0.18
H 0.05 -1.20 0.46
H 0.66 -0.74 -1.25
H -0.24 0.51 -0.13
H 1.47 0.03 0.32
C -1.62 -4.36 -0.84
F -2.01 -3.41 0.01
F -2.42 -5.40 -0.65
F -1.70 -3.95 -2.10
S 0.19 -4.75 -0.48
O 0.65 -5.54 -1.60
O 0.85 -3.42 -0.34
O 0.18 -5.50 0.77
C 4.56 0.40 -0.09
O 3.86 -0.17 -1.15
H 4.41 1.49 -0.10
H 4.29 0.00 0.89
H 5.65 0.24 -0.13
C -2.16 -2.09 3.24
C -2.15 -0.64 2.78
C -0.87 0.09 3.09
O -2.29 -0.63 1.34
H -1.38 -2.77 2.91
H -3.10 -2.57 2.95
H -2.22 -2.24 4.32
H -3.02 -0.08 3.13
H -0.87 1.10 2.67
H 0.03 -0.41 2.74
H -0.78 0.06 4.18
H -1.41 -0.84 1.00
C 3.81 3.97 2.05
C 2.59 3.27 1.48
C 1.29 3.65 2.21
O 2.53 3.60 0.07
H 3.53 4.99 2.31
H 4.70 3.98 1.42
H 4.16 3.49 2.97
H 2.71 2.18 1.48
H 1.16 2.85 2.94
H 0.45 3.62 1.52
H 1.27 4.53 2.85
H 3.37 3.99 -0.18
C -5.10 1.15 0.46
C -4.17 2.38 0.54
C -4.16 3.11 1.87
O -2.84 1.94 0.23
H -4.92 0.67 -0.51
H -6.12 1.53 0.41
H -5.04 0.34 1.18
H -4.45 3.09 -0.24
H -4.64 4.09 1.87
H -3.14 3.31 2.20
H -4.61 2.48 2.63
H -2.78 1.02 0.53
C 0.00 -1.88 -4.16
C 1.27 -2.69 -3.98
C 1.93 -3.08 -5.28
O 2.21 -1.87 -3.23
H 0.15 -0.98 -4.78
H -0.39 -1.50 -3.22
H -0.78 -2.46 -4.66
H 1.11 -3.60 -3.40
H 1.44 -3.95 -5.72
H 2.99 -3.33 -5.21
H 1.82 -2.28 -6.02
H 2.34 -1.02 -3.67
```

Properties
* multiplicity: 1
* Kohn-Sham gap: 8.35 eV
* E_HOMO: -9.193 eV
* LUMO: -0.0309 hartree
* energy: -2111.6220 hartree


[4]
Computed, not measured: C14H42BN6O6Pd as an isolated structure in a non-equilibrium geometry, with ωB97M-V with the def2-TZVPD basis set.

```
70
Properties=species:S:1:pos:R:3
Pd -0.76 -2.38 -2.38
B 0.06 -1.74 -0.30
H -0.57 -0.81 -0.63
H 0.74 -1.51 0.63
H -0.60 -2.68 -0.04
H 0.85 -1.95 -1.14
C 1.90 -4.35 -2.32
O 0.48 -4.22 -2.22
C -0.25 -5.29 -1.59
C -1.71 -5.11 -1.98
N -2.20 -3.80 -1.54
C -3.47 -3.33 -2.13
C -3.74 -1.89 -1.78
O -2.54 -1.11 -1.96
C -2.76 0.23 -1.51
H 2.26 -3.39 -2.70
H 2.25 -5.05 -3.07
H 2.34 -4.52 -1.34
H -0.05 -5.32 -0.52
H 0.11 -6.24 -2.01
H -2.31 -5.96 -1.64
H -1.78 -5.12 -3.08
H -2.13 -3.71 -0.53
H -4.25 -4.05 -1.87
H -3.32 -3.39 -3.22
H -3.98 -1.80 -0.72
H -4.56 -1.54 -2.41
H -3.53 0.76 -2.08
H -1.80 0.73 -1.44
H -3.18 0.21 -0.49
C 1.81 1.02 4.29
O 1.21 1.94 3.37
C 0.77 1.34 2.18
C 0.16 2.38 1.26
N 1.18 3.38 0.92
C 0.57 4.71 0.65
C 1.68 5.74 0.54
O 1.18 7.04 0.60
C 2.11 8.00 1.03
H 1.37 0.02 4.21
H 1.62 1.43 5.28
H 2.86 0.94 3.99
H -0.03 0.62 2.40
H 1.61 0.86 1.67
H -0.71 2.84 1.73
H -0.18 1.91 0.32
H 1.84 3.49 1.68
H -0.09 4.99 1.47
H 0.17 4.58 -0.36
H 2.39 5.58 -0.28
H 2.34 5.57 1.42
H 2.93 8.17 0.32
H 2.53 7.81 2.02
H 1.57 8.95 1.03
C -0.95 -2.75 3.46
O -1.27 -2.90 4.62
N 0.15 -3.39 2.95
N -1.64 -2.01 2.51
H 0.69 -3.79 3.71
H 0.61 -3.02 2.14
H -1.27 -1.90 1.58
H -2.18 -1.23 2.83
C 1.82 2.01 -2.71
O 1.77 2.00 -3.93
N 1.56 0.89 -1.98
N 2.00 3.15 -1.98
H 1.39 0.86 -0.99
H 1.33 0.04 -2.45
H 1.74 3.05 -1.00
H 1.87 3.99 -2.51
```

Properties
* multiplicity: 3
* ⟨S²⟩: 2.0056
* Kohn-Sham gap (spin up / spin down): 7.44 / 4.73 eV
* E_HOMO (spin up / spin down): -11.343 / -11.343 eV
* LUMO (spin up / spin down): -0.1435 / -0.2431 hartree
* net charge: +1
* energy: -1490.9291 hartree


[5]
Computed, not measured: C14H42Be2NO17 as an isolated structure in a non-equilibrium geometry, with ωB97M-V with the def2-TZVPD basis set.

```
76
Properties=species:S:1:pos:R:3
Be 5.07 0.00 4.97
Be -2.09 -3.11 4.08
N 1.07 -0.14 1.17
O 0.74 1.03 1.10
O 2.05 -0.54 1.75
O 0.21 -0.93 0.93
C 7.26 -3.20 2.70
C 7.96 -2.11 1.88
O 7.38 -0.81 2.07
O 7.32 -3.05 4.03
H 7.62 -4.19 2.41
H 6.19 -3.24 2.49
H 7.77 -2.30 0.83
H 9.04 -2.09 1.95
H 7.78 -0.05 1.63
H 7.71 -3.79 4.50
C 3.96 4.93 -1.87
C 3.16 5.87 -0.95
O 3.87 6.12 0.19
O 5.10 5.57 -2.34
H 3.39 4.70 -2.76
H 4.28 4.00 -1.41
H 2.18 5.43 -0.72
H 3.04 6.81 -1.48
H 4.69 6.57 -0.06
H 5.01 5.78 -3.27
C -6.09 -1.62 1.63
C -5.44 -2.65 0.66
O -5.26 -3.91 1.22
O -5.09 -1.21 2.51
H -6.91 -2.04 2.21
H -6.39 -0.72 1.10
H -4.51 -2.15 0.40
H -6.19 -2.74 -0.13
H -6.04 -4.18 1.72
H -5.50 -0.74 3.25
C -0.51 -2.39 -4.79
C -1.82 -2.50 -5.61
O -1.49 -2.17 -7.09
O 0.41 -3.40 -5.15
H -0.87 -2.54 -3.77
H -0.07 -1.39 -4.87
H -2.53 -1.71 -5.37
H -2.25 -3.49 -5.45
H -2.20 -2.30 -7.73
H 0.84 -3.12 -5.96
C -2.80 2.05 -2.70
C -1.86 3.06 -3.34
O -1.91 4.33 -2.77
O -4.02 2.12 -3.53
H -2.78 2.34 -1.65
H -2.43 1.03 -2.70
H -2.00 3.10 -4.42
H -0.81 2.78 -3.22
H -2.84 4.51 -2.90
H -4.47 2.97 -3.45
C -1.37 -7.59 -0.65
C -0.85 -7.23 0.73
O -0.91 -5.85 1.02
O -2.77 -7.56 -0.76
H -1.14 -8.61 -0.97
H -0.95 -6.89 -1.37
H 0.19 -7.55 0.71
H -1.38 -7.77 1.52
H -0.60 -5.38 0.24
H -3.13 -6.84 -0.24
C -2.06 6.98 5.11
C -1.18 6.16 4.10
O -1.47 4.74 4.46
O -1.57 7.04 6.42
H -3.10 6.66 5.18
H -2.14 8.01 4.78
H -0.13 6.38 4.26
H -1.39 6.32 3.04
H -0.94 4.12 3.96
H -1.03 6.26 6.59
```

Properties
* multiplicity: 1
* Kohn-Sham gap: 1.32 eV
* relative energy (zero: lowest compared OMol25 entry of this formula, charge and spin): 381.2 kcal per mole
* E_HOMO: -15.218 eV
* LUMO: -0.5108 hartree
* net charge: +3
* energy: -1920.0240 hartree


[6]
Computed, not measured: a 6-piece molecular cluster, C14H42N2O6 overall in a non-equilibrium geometry, with ωB97M-V with the def2-TZVPD basis set.

```
64
Properties=species:S:1:pos:R:3
C 3.65 -1.21 -0.11
C 3.41 -0.12 0.87
O 3.69 -0.66 2.21
H 3.42 -0.99 -1.21
H 3.02 -2.01 0.22
H 4.67 -1.50 -0.13
H 2.44 0.41 0.91
H 4.11 0.69 0.71
H 3.24 -1.50 2.28
C 2.44 3.28 -1.59
C 0.96 3.24 -1.33
O 0.54 1.90 -1.53
H 2.60 2.90 -2.65
H 2.96 2.63 -0.92
H 2.99 4.27 -1.48
H 0.35 3.86 -1.96
H 0.72 3.48 -0.29
H 0.88 1.39 -0.80
C 1.84 2.14 3.22
C 0.50 1.48 2.86
O -0.02 2.16 1.73
H 2.33 1.58 3.98
H 1.62 3.16 3.53
H 2.49 2.18 2.36
H -0.12 1.44 3.77
H 0.73 0.46 2.52
H -0.39 1.46 1.15
C -2.12 -0.51 -3.39
C -2.85 0.77 -3.80
C -2.31 1.84 -2.85
O -2.70 1.60 -1.47
C -2.44 2.78 -0.70
N -2.57 1.20 -5.09
H -1.08 -0.45 -3.65
H -2.56 -1.40 -3.89
H -2.12 -0.77 -2.31
H -3.92 0.70 -3.68
H -2.61 2.85 -3.20
H -1.24 1.83 -2.95
H -1.42 3.18 -0.79
H -2.67 2.59 0.37
H -3.09 3.64 -1.08
H -2.96 0.65 -5.84
H -1.61 1.40 -5.29
C -1.66 -3.82 0.35
C -1.53 -3.13 1.72
C -0.07 -2.75 1.91
O 0.86 -3.89 1.84
C 1.24 -4.43 3.07
N -2.29 -1.87 1.71
H -0.86 -4.57 0.18
H -1.59 -3.13 -0.47
H -2.56 -4.49 0.27
H -1.90 -3.83 2.54
H 0.02 -2.19 2.91
H 0.22 -2.10 1.05
H 0.53 -5.20 3.39
H 1.27 -3.70 3.91
H 2.24 -4.85 2.98
H -3.27 -2.03 1.53
H -2.19 -1.47 2.63
O -0.72 -0.10 -0.01
H -1.25 -0.71 0.51
H -1.24 0.21 -0.73
```

Properties
* multiplicity: 1
* Kohn-Sham gap: 9.69 eV
* relative energy (zero: lowest compared OMol25 entry of this formula, charge and spin): 5.8 kcal per mole
* structure (SMILES): COC[C@H](C)N.COC[C@H](C)N.CCO.CCO.CCO.O
* E_HOMO: -9.022 eV
* LUMO: 0.0245 hartree
* energy: -1119.4617 hartree


Q: What is the multiplicity in the fourth record?
A: 3